(1)
# C4H10O3

A single C4H10O3 molecule at a distorted geometry (ωB97M-V/def2-TZVPD, the Open Molecules 2025 dataset).

Structure (XYZ):
```
17
C4H10O3 | the Open Molecules 2025 dataset | ωB97M-V/def2-TZVPD
O 2.3608 -0.2838 -1.2530
O 2.5139 -0.0506 0.1405
O 0.4203 1.4664 -0.2247
C 1.3466 -0.5246 0.8733
C 0.1231 0.3319 0.5448
C -0.8737 -0.5843 -0.2750
C -2.2542 0.0525 -0.3562
H 1.2281 -1.5953 0.6858
H -2.1776 1.0548 -0.7706
H -0.4581 -0.7043 -1.2763
H -2.9118 -0.5421 -0.9862
H -2.6991 0.1178 0.6350
H -0.3683 0.6395 1.4799
H 1.6611 -0.3839 1.9085
H -0.9538 -1.5784 0.1672
H 1.0526 2.0150 0.2541
H 1.9899 0.5694 -1.5471
```

2S+1: 1
Energy relative to the best compared isomer or geometry (same formula, charge and spin) in kJ/mol: 360.9
Structure (SMILES): CC[C@H](O)COO
HOMO energy in eV: -10.14



(2)
# C6H9N

A single C6H9N molecule (ωB97M-V/def2-TZVPD, the Open Molecules 2025 dataset).

Structure (XYZ):
```
16
C6H9N | the Open Molecules 2025 dataset | ωB97M-V/def2-TZVPD
N -0.9322 0.7267 0.0952
C 0.2522 -1.3532 -0.6535
C 0.1099 1.5249 0.4329
C 1.0798 0.6525 -0.3058
C -2.0510 0.3474 0.6661
C 1.2238 -0.7624 0.3855
C -0.1732 0.0706 -1.0080
H 1.9419 1.0433 -0.8499
H 0.7471 -0.7279 1.3719
H -2.7090 -0.3419 0.1592
H 0.1758 1.9684 1.4246
H -2.2632 0.7319 1.6553
H -0.5228 -2.0551 -0.3305
H -0.5241 0.3545 -2.0023
H 2.2090 -1.2181 0.4855
H 0.7947 -1.7724 -1.5076
```

2S+1: 1
Energy relative to the best compared isomer or geometry (same formula, charge and spin) in kJ/mol: 399.1
HOMO energy in eV: -6.69



(3)
# C6H4O

A single C6H4O molecule at a distorted geometry (ωB97M-V/def2-TZVPD, the Open Molecules 2025 dataset).

Structure (XYZ):
```
11
C6H4O | the Open Molecules 2025 dataset | ωB97M-V/def2-TZVPD
O -1.8928 -1.9027 -0.6740
C 0.8305 -0.1870 0.6001
C -1.4357 -0.7888 -0.7393
C 2.0608 0.2063 1.3132
C -1.4174 1.3838 -1.1838
C -0.1869 -0.4455 -0.0114
C -2.1284 0.3664 -1.5729
H 2.8816 -0.4930 1.1176
H 2.3928 1.2049 1.0047
H -3.0075 0.4238 -2.2516
H 1.9030 0.2318 2.3973
```

2S+1: 1
Energy relative to the best compared isomer or geometry (same formula, charge and spin) in kJ/mol: 431.8
HOMO energy in eV: -10.22